Entry 1:
{"formula": "C19H16AlN2O7S3", "method": "ωB97M-V with the def2-TZVPD basis set", "homo_ev": -12.7, "charge": 1, "homo_lumo_gap_ev": 8.6, "elements": ["S", "S", "S", "Al", "O", "O", "O", "O", "O", "O", "O", "N", "N", "C", "C", "C", "C", "C", "C", "C", "C", "C", "C", "C", "C", "C", "C", "C", "C", "C", "C", "C", "H", "H", "H", "H", "H", "H", "H", "H", "H", "H", "H", "H", "H", "H", "H", "H"], "xyz": [[-1.246378, 2.252964, 0.743978], [-2.334275, 0.431597, -1.927346], [2.099757, 1.389241, 1.372240], [-0.390659, -0.030796, 0.359280], [1.319857, 0.116471, 0.874678], [-3.265687, -0.466010, -2.525999], [-1.359078, 0.952565, 1.549061], [-1.515086, -0.401620, -0.889189], [-0.825572, 3.351424, 1.546980], [-1.462245, 1.191552, -2.757612], [-0.290934, 1.866883, -0.317801], [-0.429706, -6.696710, 3.364489], [-0.487130, -1.826463, 1.175638], [-0.056584, -3.245656, 3.037621], [2.733051, 2.190919, -0.082419], [3.625532, 0.602654, 1.928432], [-3.301504, 1.606827, -0.951274], [-3.643998, 3.459971, 0.584802], [-0.914251, -2.883364, 0.469419], [3.786398, 2.109715, -2.217359], [-4.942886, 3.600077, 0.123220], [2.665332, 3.574861, -0.127529], [-0.461020, -5.654771, 2.883935], [3.191345, 4.228246, -1.231234], [-5.423374, 2.745395, -0.856390], [3.765339, 3.498571, -2.261706], [-0.485869, -4.348420, 2.297539], [-2.834688, 2.474835, 0.043263], [-0.932569, -4.160211, 0.992889], [-4.607728, 1.757606, -1.392092], [-0.079837, -2.006140, 2.441259], [3.261377, 1.443504, -1.124593], [3.246707, 0.360828, -1.096731], [4.187260, 4.014231, -3.113659], [-6.440283, 2.844641, -1.209947], [3.153828, 5.307412, -1.286023], [0.284765, -3.365809, 4.055009], [4.254504, 1.382924, 2.354974], [-5.577706, 4.377395, 0.524790], [-1.253403, -2.672782, -0.535648], [2.198378, 4.125860, 0.679364], [0.221259, -1.113198, 2.971567], [-3.244252, 4.099368, 1.360394], [-4.968057, 1.085623, -2.158320], [4.125164, 0.126727, 1.090048], [3.368841, -0.128101, 2.693034], [-1.287347, -4.990000, 0.400060], [4.217538, 1.548459, -3.034866]], "atomic_forces_ev_per_a": [[0.1, 0.7, 1.1], [0.0, -0.2, 0.0], [0.5, -0.4, -0.5], [0.2, 0.3, 0.5], [0.6, 0.0, 0.0], [-0.1, 0.0, 0.1], [0.0, 0.2, -0.1], [-0.5, -0.2, -0.8], [-0.5, 0.1, -0.2], [0.1, 0.0, 0.0], [0.0, -0.3, 0.0], [0.0, 0.0, 0.0], [0.0, -0.1, -0.1], [-0.1, -0.1, 0.0], [-0.2, 0.0, 0.1], [-0.3, 0.1, 0.1], [0.0, 0.0, -0.3], [0.2, -0.1, 0.0], [-0.1, 0.0, -0.1], [0.0, -0.1, 0.0], [-0.1, 0.0, -0.1], [-0.1, 0.0, 0.1], [0.0, -0.2, 0.1], [0.1, 0.1, 0.0], [0.0, 0.1, 0.1], [-0.1, 0.1, 0.0], [0.0, 0.3, -0.1], [0.1, -0.1, -0.1], [0.0, 0.0, 0.1], [0.1, -0.2, 0.0], [0.0, 0.0, 0.0], [0.1, -0.1, -0.1], [0.0, 0.0, 0.0], [0.0, 0.0, 0.0], [0.0, 0.0, 0.0], [0.0, 0.0, 0.0], [0.0, 0.0, 0.0], [0.0, 0.0, 0.0], [0.0, 0.0, 0.0], [0.0, -0.1, 0.0], [0.0, 0.0, 0.0], [0.0, 0.0, 0.0], [0.0, 0.0, 0.0], [-0.1, 0.1, 0.0], [-0.1, 0.0, -0.1], [0.0, 0.1, 0.0], [0.0, 0.0, 0.0], [0.0, 0.0, 0.0]], "mulliken_charge": [1.642, 1.410, 0.358, 0.442, -0.207, -0.745, -0.344, -0.212, -0.654, -0.648, -0.397, -0.369, 0.121, -0.795, 0.738, -1.066, -0.468, -0.590, -0.247, -0.880, -0.657, -0.337, -0.225, -0.678, -0.620, -0.409, 0.735, 0.506, -0.778, -0.549, -0.128, -0.274, 0.392, 0.420, 0.418, 0.416, 0.492, 0.414, 0.424, 0.601, 0.430, 0.541, 0.521, 0.567, 0.363, 0.414, 0.507, 0.404]}

Entry 2:
{"formula": "CHF3S", "method": "ωB97M-V with the def2-TZVPD basis set", "homo_ev": [-8.0, -9.8], "multiplicity": 3, "homo_lumo_gap_ev": [7.9, 7.2], "elements": ["S", "F", "F", "F", "C", "H"], "xyz": [[2.116154, -0.054946, -0.641737], [-1.251263, 1.219865, -0.820714], [-0.981559, 0.618133, 1.268056], [2.201406, -1.290533, 0.439792], [-0.909094, 0.259008, 0.008750], [-1.175642, -0.751527, -0.254146]], "atomic_forces_ev_per_a": [[0.4, -0.9, 0.7], [-0.4, 0.4, -0.2], [-0.3, 0.2, 0.6], [-0.2, 1.0, -0.8], [0.9, -0.6, -0.3], [-0.4, -0.1, 0.1]], "mulliken_charge": [0.182, -0.191, -0.186, -0.181, 0.054, 0.323]}

Entry 3:
{"formula": "C20H18I2N2O7PRhSTe", "method": "ωB97M-V with the def2-TZVPD basis set", "homo_ev": [-7.8, -7.9], "homo_lumo_gap_ev": [6.0, 5.8], "elements": ["I", "I", "Te", "Rh", "S", "P", "O", "O", "O", "O", "O", "O", "O", "N", "N", "C", "C", "C", "C", "C", "C", "C", "C", "C", "C", "C", "C", "C", "C", "C", "C", "C", "C", "C", "C", "H", "H", "H", "H", "H", "H", "H", "H", "H", "H", "H", "H", "H", "H", "H", "H", "H", "H"], "xyz": [[4.433681, 3.868495, 0.569305], [5.966854, -0.630511, 4.233316], [-0.672698, 1.747978, 2.346903], [0.175459, 0.859379, 0.011479], [-0.467574, -0.243834, -2.531318], [-2.314447, 1.531605, 0.592777], [-2.405888, -0.038160, 0.430532], [-1.872264, -0.481684, -2.681453], [-3.771294, 1.925029, 1.091783], [-0.021571, 1.140006, -2.388878], [2.113851, -2.273852, -0.909751], [1.989897, 1.897641, 0.171895], [-1.877157, 2.262578, -0.615491], [0.184474, -1.033814, -1.255023], [1.378422, -0.419300, 1.232323], [4.900024, 1.398870, 2.303061], [1.827238, -2.303902, 2.580129], [-4.021880, 3.277630, 1.543382], [2.372766, -2.371237, -5.248262], [0.495611, -1.018826, -3.789813], [1.324318, -1.723858, -1.645085], [2.835129, 1.391404, 1.012570], [1.456080, -1.765865, -3.141377], [0.424425, -0.937693, -5.165771], [4.018016, 2.004944, 1.396621], [1.019477, -1.593887, 1.681291], [3.010403, -1.760440, 2.996344], [-4.400783, 3.254253, 3.006689], [4.617859, 0.174438, 2.849158], [1.381322, -1.633315, -5.892799], [3.428429, -0.504557, 2.503204], [-4.462936, -1.171982, 1.097534], [-3.580565, -0.752680, -0.054818], [2.557456, 0.134822, 1.596701], [2.418022, -2.447417, -3.862655], [1.496186, -3.268983, 2.934972], [-3.885088, -1.740768, 1.826665], [-3.176669, -1.612459, -0.581783], [1.360424, -1.593622, -6.974012], [-5.278315, -1.792083, 0.723677], [-5.297960, 2.652954, 3.153661], [-4.590900, 4.268092, 3.359888], [5.813161, 1.910479, 2.574042], [-3.138711, 3.896466, 1.373714], [-0.349197, -0.358492, -5.652482], [-4.108294, -0.130903, -0.775955], [0.080901, -1.988757, 1.317055], [3.634954, -2.285966, 3.706642], [3.118298, -2.889122, -5.837603], [-4.833211, 3.667813, 0.932535], [-4.885321, -0.299397, 1.593938], [3.175513, -3.018054, -3.341470], [-3.595932, 2.820543, 3.602016]], "atomic_forces_ev_per_a": [[0.1, -0.1, 0.1], [-0.1, 0.0, -0.1], [0.1, 0.1, -0.6], [3.1, -1.3, 2.2], [0.4, -0.1, -0.3], [-1.0, 0.4, 0.8], [-0.1, -0.1, 0.2], [-0.1, 0.0, 0.0], [0.0, -0.1, 0.0], [-0.2, 0.0, -0.4], [0.0, 0.0, 0.2], [-1.5, 0.3, -0.7], [0.6, -0.2, 0.0], [-0.2, 0.4, -0.6], [-1.2, 0.8, -0.6], [-0.1, -0.1, 0.0], [0.1, 0.1, 0.0], [0.0, 0.1, 0.1], [0.0, 0.0, 0.0], [0.0, -0.1, 0.1], [-0.2, -0.1, -0.1], [0.3, 0.0, 0.4], [0.0, 0.1, 0.0], [-0.1, 0.1, 0.0], [-0.1, 0.2, -0.3], [-0.2, -0.1, -0.1], [-0.1, -0.1, 0.0], [0.0, -0.1, -0.1], [0.2, 0.0, 0.1], [0.0, 0.0, 0.0], [-0.1, -0.1, 0.0], [0.1, 0.2, 0.1], [0.0, -0.2, -0.2], [0.3, -0.1, 0.2], [0.0, 0.0, 0.0], [0.0, 0.0, 0.0], [0.0, -0.1, 0.0], [0.0, 0.0, -0.1], [0.0, 0.0, 0.0], [0.0, 0.0, 0.0], [0.0, 0.0, 0.0], [0.0, 0.0, 0.0], [0.0, 0.0, 0.0], [0.0, 0.0, -0.1], [0.0, 0.0, 0.0], [0.0, 0.0, 0.0], [0.0, 0.0, 0.0], [0.0, 0.0, 0.0], [0.0, 0.0, 0.0], [0.0, 0.0, -0.1], [0.0, 0.0, 0.0], [0.0, 0.0, 0.0], [0.0, 0.0, 0.0]], "mulliken_charge": [0.067, 0.064, -0.038, 0.135, 1.322, 0.625, 0.374, -0.698, -0.259, -0.589, -0.635, -0.766, -0.592, -0.177, 0.714, -0.280, -1.264, -0.443, -0.499, 0.518, 0.306, 1.052, -0.107, -0.701, -0.645, -0.429, -0.651, -0.993, -0.288, -0.494, 0.689, -1.142, -0.400, 0.221, -0.568, 0.420, 0.286, 0.378, 0.395, 0.408, 0.275, 0.386, 0.341, 0.405, 0.460, 0.395, 0.595, 0.206, 0.387, 0.292, 0.228, 0.503, 0.213]}

Entry 4:
{"formula": "C4H6O2", "method": "ωB97M-V with the def2-TZVPD basis set", "smiles": "C[C@@]1(C=O)CO1", "homo_ev": -10.0, "homo_lumo_gap_ev": 10.9, "elements": ["O", "O", "C", "C", "C", "C", "H", "H", "H", "H", "H", "H"], "xyz": [[0.216460, 0.765274, 1.313014], [-1.915658, -0.496008, -1.257386], [1.049836, 0.271265, -0.948267], [-0.046985, 0.118846, 0.075556], [-1.473395, 0.225538, -0.398546], [0.089496, -0.644726, 1.326614], [1.521753, 1.219200, -0.733041], [1.799878, -0.506345, -0.873246], [-2.121743, 0.965372, 0.099230], [0.984692, -1.216112, 1.557993], [0.707689, 0.311930, -1.975379], [-0.812023, -1.014235, 1.813457]], "atomic_forces_ev_per_a": [[-0.2, 0.3, 0.2], [0.2, 0.3, 0.1], [0.1, 0.0, 0.1], [-0.1, -0.1, -0.1], [-0.2, -0.4, -0.4], [-0.1, -0.2, 0.2], [0.3, 0.3, 0.0], [0.1, -0.2, 0.1], [0.1, 0.1, 0.2], [0.1, 0.1, -0.2], [-0.3, -0.2, -0.1], [0.1, 0.0, 0.0]], "mulliken_charge": [-0.474, -0.451, -1.304, 1.238, -0.311, -0.564, 0.336, 0.317, 0.365, 0.238, 0.348, 0.261]}

Entry 5:
{"formula": "C6H11N", "method": "ωB97M-V with the def2-TZVPD basis set", "homo_ev": -10.9, "homo_lumo_gap_ev": 11.9, "elements": ["N", "C", "C", "C", "C", "C", "C", "H", "H", "H", "H", "H", "H", "H", "H", "H", "H", "H"], "xyz": [[-0.757949, -1.525807, -1.615373], [1.842470, -0.645553, -0.063238], [0.578087, 0.067358, 0.418159], [0.600812, 1.550169, 0.047946], [-2.035357, -0.103572, 0.386291], [-0.690540, -0.359604, -1.868285], [-0.691317, -0.699004, -0.009188], [1.831945, -1.710775, 0.193350], [-2.199901, 0.876248, -0.066430], [1.939025, -0.568130, -1.150344], [0.617221, 1.675028, -1.037667], [-0.271074, 2.086788, 0.436287], [2.732998, -0.197456, 0.389042], [-0.610148, -1.702058, 0.412309], [-2.091007, -0.000618, 1.477617], [-2.842095, -0.766772, 0.066228], [0.552896, -0.004183, 1.518210], [1.493939, 2.027940, 0.465082]], "atomic_forces_ev_per_a": [[0.1, 1.1, 0.0], [0.1, 0.0, 0.0], [-0.1, -0.1, -0.1], [0.0, 0.0, 0.0], [0.0, 0.0, -0.1], [-0.1, -0.9, -0.1], [0.0, 0.0, 0.6], [0.0, 0.1, 0.0], [0.0, -0.1, 0.1], [0.0, 0.0, 0.1], [0.0, 0.0, 0.1], [0.1, -0.1, 0.0], [-0.1, 0.0, 0.0], [0.0, 0.1, -0.1], [0.1, -0.1, -0.2], [0.1, 0.1, 0.0], [-0.1, 0.0, -0.2], [-0.1, -0.1, 0.0]], "mulliken_charge": [-0.294, -1.478, 0.523, -1.456, -1.555, -0.327, 0.452, 0.373, 0.377, 0.321, 0.336, 0.366, 0.415, 0.420, 0.358, 0.439, 0.314, 0.416]}

Entry 6:
{"formula": "C5H6O", "method": "ωB97M-V with the def2-TZVPD basis set", "smiles": "CCC#CC=O", "homo_ev": -10.2, "homo_lumo_gap_ev": 10.6, "elements": ["O", "C", "C", "C", "C", "C", "H", "H", "H", "H", "H", "H"], "xyz": [[-2.900153, -0.975959, -0.995388], [-2.758165, -0.063196, -0.218865], [-1.530005, 0.694071, -0.180836], [0.991055, 0.481751, 0.579548], [-0.365666, 0.756628, 0.132120], [1.757687, -0.418980, -0.388949], [1.283812, -1.400324, -0.477777], [0.828170, -0.052842, 1.520314], [-3.482953, 0.167401, 0.586096], [1.580572, 1.362404, 0.839558], [2.768567, -0.566373, -0.006225], [1.827078, 0.015419, -1.389597]], "atomic_forces_ev_per_a": [[-0.4, 0.2, 0.1], [0.0, -0.2, -0.1], [0.5, -0.1, 0.2], [0.1, -0.1, 0.1], [-0.3, 0.0, 0.0], [0.2, -0.1, -0.1], [0.0, 0.2, 0.0], [0.2, 0.0, 0.1], [-0.1, 0.0, -0.3], [-0.2, 0.2, -0.2], [0.0, 0.0, -0.1], [0.0, 0.0, 0.2]], "mulliken_charge": [-0.445, 0.020, 0.099, -0.310, -0.076, -1.042, 0.304, 0.213, 0.299, 0.306, 0.319, 0.315]}

Repeat the second record exactly.
{"formula": "CHF3S", "method": "ωB97M-V with the def2-TZVPD basis set", "homo_ev": [-8.0, -9.8], "multiplicity": 3, "homo_lumo_gap_ev": [7.9, 7.2], "elements": ["S", "F", "F", "F", "C", "H"], "xyz": [[2.116154, -0.054946, -0.641737], [-1.251263, 1.219865, -0.820714], [-0.981559, 0.618133, 1.268056], [2.201406, -1.290533, 0.439792], [-0.909094, 0.259008, 0.008750], [-1.175642, -0.751527, -0.254146]], "atomic_forces_ev_per_a": [[0.4, -0.9, 0.7], [-0.4, 0.4, -0.2], [-0.3, 0.2, 0.6], [-0.2, 1.0, -0.8], [0.9, -0.6, -0.3], [-0.4, -0.1, 0.1]], "mulliken_charge": [0.182, -0.191, -0.186, -0.181, 0.054, 0.323]}

What did the sixth record say?
{"formula": "C5H6O", "method": "ωB97M-V with the def2-TZVPD basis set", "smiles": "CCC#CC=O", "homo_ev": -10.2, "homo_lumo_gap_ev": 10.6, "elements": ["O", "C", "C", "C", "C", "C", "H", "H", "H", "H", "H", "H"], "xyz": [[-2.900153, -0.975959, -0.995388], [-2.758165, -0.063196, -0.218865], [-1.530005, 0.694071, -0.180836], [0.991055, 0.481751, 0.579548], [-0.365666, 0.756628, 0.132120], [1.757687, -0.418980, -0.388949], [1.283812, -1.400324, -0.477777], [0.828170, -0.052842, 1.520314], [-3.482953, 0.167401, 0.586096], [1.580572, 1.362404, 0.839558], [2.768567, -0.566373, -0.006225], [1.827078, 0.015419, -1.389597]], "atomic_forces_ev_per_a": [[-0.4, 0.2, 0.1], [0.0, -0.2, -0.1], [0.5, -0.1, 0.2], [0.1, -0.1, 0.1], [-0.3, 0.0, 0.0], [0.2, -0.1, -0.1], [0.0, 0.2, 0.0], [0.2, 0.0, 0.1], [-0.1, 0.0, -0.3], [-0.2, 0.2, -0.2], [0.0, 0.0, -0.1], [0.0, 0.0, 0.2]], "mulliken_charge": [-0.445, 0.020, 0.099, -0.310, -0.076, -1.042, 0.304, 0.213, 0.299, 0.306, 0.319, 0.315]}